# C29H40BN2O8Si2

A 2-piece molecular cluster, C29H40BN2O8Si2 overall at a distorted geometry (the ωB97M-V functional and the def2-TZVPD basis, the Open Molecules 2025 dataset).

Summary:
Frontier orbital gap, eV: 2.58
Total charge: -1
Lowest unoccupied orbital energy, eV: -0.24
F_max, eV/Å: 9.5

Last column: Mulliken charge in e.
Positions of all 82 atoms, in Å:
C (1.373850, -6.670807, 3.080634)  -0.704
C (1.347368, -7.202138, 1.500950)  0.508
O (0.183096, -6.992790, 0.825574)  -0.484
O (2.528317, -7.850190, 0.875774)  -0.295
C (3.562764, -6.855944, 0.524139)  0.599
O (4.167987, -6.211259, 1.541648)  -0.520
C (3.982965, -6.537770, -1.063175)  -0.761
C (4.880054, -5.140914, -1.105668)  0.465
C (6.535686, -5.277672, -1.037210)  -0.547
C (7.422012, -3.891919, -1.069765)  -0.319
C (6.780673, -2.360099, -1.126782)  -0.581
C (5.144636, -2.229731, -1.172910)  0.254
C (4.236236, -3.634043, -1.172703)  0.279
C (2.578297, -3.420535, -1.224475)  0.118
O (1.750134, -4.157353, -1.973058)  -0.552
C (2.022535, -2.156798, -0.288181)  0.155
C (0.651482, -2.292146, 0.600313)  -0.609
C (0.137668, -1.017810, 1.553829)  -0.147
C (-1.219142, -1.288760, 2.432948)  -0.411
C (-2.452185, -1.553553, 1.377249)  0.136
O (-3.022404, -0.452567, 0.835060)  -0.434
N (-2.909025, -2.955859, 1.038926)  0.054
C (-4.391581, -3.006397, 1.349671)  -0.785
C (-2.762245, -3.285754, -0.430452)  -0.618
C (1.025017, 0.360166, 1.517135)  0.450
B (0.519654, 1.641562, 2.467098)  0.618
O (1.531724, 2.095867, 3.483770)  -0.552
O (-0.813789, 2.272046, 2.381217)  -0.401
C (2.409202, 0.520231, 0.616351)  0.009
C (3.334916, 1.870563, 0.529045)  -1.188
C (2.915362, -0.781907, -0.278633)  0.164
C (4.314121, -0.778369, -1.194099)  0.138
O (4.732657, 0.282143, -1.904469)  -0.508
H (1.992570, -7.403471, 3.785281)  0.303
H (0.284477, -6.604912, 3.550242)  0.296
H (1.923241, -5.613984, 3.066590)  0.198
H (4.555577, -7.478794, -1.459648)  0.411
H (2.967153, -6.445020, -1.638129)  0.291
H (6.981584, -6.370792, -0.968009)  0.260
H (8.601932, -4.022425, -1.005328)  0.255
H (7.482116, -1.422216, -1.128616)  0.346
H (0.088913, -3.333112, 0.557630)  0.509
H (-1.443223, -0.496505, 3.264377)  0.239
H (-1.055404, -2.322913, 3.006475)  0.283
H (-5.003086, -2.417525, 0.525253)  0.303
H (-4.735241, -4.130414, 1.318587)  0.302
H (-4.537354, -2.569773, 2.431136)  0.292
H (-3.160072, -2.458245, -1.162517)  0.303
H (-3.365399, -4.287589, -0.669545)  0.304
H (-1.641878, -3.529152, -0.753445)  0.131
H (1.745250, 1.223692, 3.971877)  0.323
H (-1.204399, 2.138829, 3.316305)  0.254
H (3.196935, 2.340331, -0.559575)  0.295
H (3.107505, 2.685788, 1.337113)  0.294
H (4.504087, 1.646180, 0.611178)  0.302
C (-1.167878, 7.377060, -3.238904)  -1.032
Si (-2.528751, 6.729517, -2.096497)  0.144
C (-4.154035, 6.958405, -3.003645)  -1.051
C (-2.528121, 7.821624, -0.572950)  -1.048
N (-2.188594, 5.060206, -1.731506)  -0.235
Si (-3.243147, 4.137441, -0.696363)  0.085
C (-4.978853, 3.971934, -1.385911)  -1.058
C (-3.350211, 4.834209, 1.040835)  -1.025
C (-2.541746, 2.387542, -0.545747)  -0.575
H (-1.355786, 8.426867, -3.488526)  0.268
H (-0.189589, 7.312005, -2.750232)  0.244
H (-1.134783, 6.803662, -4.167456)  0.252
H (-4.219680, 7.971196, -3.409546)  0.361
H (-5.010234, 6.818731, -2.338094)  0.311
H (-4.241497, 6.254512, -3.836480)  0.241
H (-1.638440, 7.640574, 0.037872)  0.233
H (-3.414950, 7.657702, 0.043600)  0.308
H (-2.525968, 8.876091, -0.865537)  0.369
H (-5.536338, 4.908861, -1.308398)  0.298
H (-5.535988, 3.214956, -0.824716)  0.363
H (-4.955900, 3.663579, -2.435148)  0.245
H (-2.354100, 5.049127, 1.439326)  0.206
H (-3.831123, 4.110759, 1.708037)  0.370
H (-3.945291, 5.750096, 1.073262)  0.343
H (-1.537402, 2.409264, -0.114126)  -0.075
H (-2.492855, 1.903117, -1.525399)  0.359
H (-3.182067, 1.783489, 0.105265)  0.074

Atomic forces in eV per Å
0.87 -0.49 -0.03
-6.42 1.86 -1.84
8.44 -1.89 3.98
-0.63 3.25 -0.31
3.15 3.45 5.32
-4.04 -4.18 -6.65
-0.71 0.33 1.06
2.46 2.62 -0.05
-2.49 4.23 -0.28
-2.97 -0.27 0.17
-2.97 -3.74 -0.07
1.58 -3.09 0.16
1.98 -0.36 0.16
-2.70 -1.73 -2.14
5.15 4.13 4.73
-0.78 2.08 1.69
2.49 2.86 -0.20
3.42 -0.28 -2.83
0.62 -1.76 -0.28
-2.34 6.03 -2.62
3.37 -7.27 3.47
-0.30 1.50 -0.43
-0.65 -0.16 0.13
0.59 -0.90 -1.74
0.54 -2.61 -1.84
-0.13 0.93 0.61
-2.41 -3.04 -0.69
2.69 -2.56 2.40
-0.94 -3.42 -0.48
0.20 0.09 -0.65
-2.36 -0.35 1.47
0.88 3.38 -2.19
-2.36 -6.69 4.66
-1.12 1.60 -1.82
2.33 -0.04 -1.62
-1.26 -2.36 0.04
-0.91 1.97 0.75
2.02 0.00 1.01
-0.80 2.72 -0.16
-2.87 0.45 -0.18
-1.63 -2.07 -0.02
1.24 2.50 0.21
0.28 -1.22 -2.12
-0.23 2.21 -1.28
1.10 -0.95 1.90
0.75 2.19 0.17
-0.02 -0.85 -2.24
0.64 -1.36 1.58
1.24 2.22 0.79
-2.37 0.69 0.94
0.05 2.06 -1.24
0.80 0.92 -2.07
0.14 -1.06 2.46
0.05 -1.81 -1.52
-2.69 0.06 -0.14
-0.10 0.38 0.06
1.10 -3.38 0.43
-0.32 0.52 -0.17
-0.10 0.67 0.07
-1.65 1.04 0.76
2.51 1.15 -2.10
-0.57 -0.25 0.25
-0.36 -0.15 0.57
-0.40 0.06 0.19
0.10 0.07 -0.10
-0.11 -0.06 -0.05
0.01 -0.05 0.04
-0.13 0.14 -0.12
0.03 -0.05 -0.05
0.05 -0.01 0.12
-0.09 -0.08 -0.07
0.05 -0.04 0.02
0.00 0.18 0.08
0.02 -0.01 -0.06
-0.15 -0.07 0.00
0.07 0.08 0.07
-0.06 0.00 -0.12
-0.04 -0.02 0.15
0.05 0.02 0.01
-0.08 0.01 -0.06
0.01 0.06 0.02
0.17 -0.06 -0.06